Record 1
A structure of composition C36H45BBr2IrN10O2S3 at a distorted geometry, computed with the ωB97M-V functional and the def2-TZVPD basis.

Its charge is +2. The total energy is -8568.45817 Eh. Its multiplicity is 2. Its expectation value of S² is 0.76. The value obtained for the energy above the lowest of the compared OMol25 structures with the same formula, charge and spin is 0.0 kcal per mole.

Last column: Löwdin spin population.
Geometry (Å):
1 Ir 0.05348 -0.03233 -0.93260  0.222
2 C -0.82053 -4.82937 1.66115  0.002
3 C 0.66875 -4.62499 1.38622  0.002
4 C 0.97677 -4.66759 -0.10199  0.013
5 C 1.46669 -5.72529 2.08288  0.000
6 N 1.05216 -3.27838 1.98128  0.027
7 C 1.87393 -3.12520 3.07711  0.019
8 C 1.75369 -1.84452 3.49740  0.022
9 N 0.88462 -1.19511 2.65992  0.021
10 B 0.27985 0.18979 3.10106  0.002
11 N -1.24455 0.17238 2.81971  0.009
12 C -2.10234 -0.38592 3.74262  0.000
13 C -3.35224 -0.30069 3.24440  0.001
14 N -3.26906 0.31153 2.00774  0.001
15 C -1.96831 0.58971 1.77301  0.018
16 S -1.31673 1.38516 0.37222  0.028
17 C -4.44998 0.46669 1.06056  0.000
18 C -5.74118 0.18537 1.81978  0.000
19 C -4.52054 1.88569 0.49760  0.000
20 C -4.26050 -0.56812 -0.04912  0.001
21 N 1.02303 1.44609 2.60138  0.000
22 C 0.98954 2.59096 3.36744  0.000
23 C 1.75693 3.51277 2.75717  0.000
24 N 2.27905 2.93536 1.61318  0.000
25 C 1.77560 1.68534 1.51190  0.000
26 S 2.06147 0.50315 0.27919  -0.004
27 C 3.21002 3.70571 0.70065  0.000
28 C 3.98125 4.71716 1.55053  0.000
29 C 4.23204 2.80494 0.01083  0.000
30 C 2.34301 4.41919 -0.32724  0.000
31 C 0.49753 -2.07410 1.72610  0.035
32 S -0.56332 -1.76272 0.35331  0.508
33 H -1.09365 -5.84591 1.38432  0.000
34 H -1.44709 -4.14906 1.08062  0.000
35 H -1.03775 -4.69776 2.72283  0.000
36 H 0.76870 -5.67504 -0.46384  0.001
37 H 2.03882 -4.46989 -0.27231  0.000
38 H 0.36040 -3.99118 -0.69103  0.009
39 H 1.15496 -6.67240 1.64750  0.000
40 H 1.26274 -5.77838 3.15264  0.000
41 H 2.54076 -5.62528 1.91727  0.000
42 H 2.44530 -3.93213 3.49063  0.001
43 H 2.18973 -1.34872 4.34724  0.001
44 H 0.38319 0.20840 4.29359  0.000
45 H -1.75001 -0.77364 4.68238  0.000
46 H -4.28263 -0.60281 3.67995  0.000
47 H -5.85287 0.83421 2.68991  0.000
48 H -5.82656 -0.85649 2.12504  0.000
49 H -6.57197 0.38852 1.14740  0.000
50 H -4.43831 2.62977 1.29289  0.000
51 H -5.49425 2.01313 0.02450  0.000
52 H -3.76487 2.06411 -0.25366  0.000
53 H -4.28543 -1.58231 0.35782  0.000
54 H -3.30803 -0.41355 -0.55266  0.000
55 H -5.06304 -0.47288 -0.78214  0.000
56 H 0.44806 2.64118 4.29585  0.000
57 H 1.99930 4.51126 3.06530  0.000
58 H 4.49821 4.23159 2.37895  0.000
59 H 3.35011 5.51612 1.93768  0.000
60 H 4.72935 5.18985 0.91646  0.000
61 H 4.74657 2.15978 0.72474  0.000
62 H 4.97617 3.45324 -0.45209  0.000
63 H 3.79137 2.18522 -0.76018  0.000
64 H 1.62656 5.08883 0.15234  0.000
65 H 1.79586 3.68914 -0.92376  0.000
66 H 2.97432 5.01057 -0.99273  0.000
67 Br 5.25994 -2.06062 -4.64082  0.000
68 C 3.76216 -1.56306 -3.64270  0.000
69 C 3.19224 -2.44153 -2.73442  0.001
70 C 2.08853 -2.02902 -2.02291  0.001
71 N 1.54343 -0.81826 -2.17324  0.009
72 C 2.10289 0.04215 -3.04291  0.000
73 C 3.20951 -0.30150 -3.79700  0.000
74 C 1.45432 1.36983 -3.11154  0.001
75 C 1.82195 2.34378 -4.01875  0.000
76 C 1.12236 3.54286 -4.03977  0.000
77 Br 1.60318 4.88434 -5.24760  0.000
78 C 0.07521 3.72521 -3.15494  0.000
79 C -0.22836 2.71025 -2.27125  0.001
80 N 0.44410 1.55733 -2.23970  -0.001
81 H 3.59213 -3.43414 -2.58506  0.000
82 H 1.59941 -2.68031 -1.32231  0.001
83 H 3.64753 0.39862 -4.49138  0.000
84 H 2.62983 2.17708 -4.71448  0.000
85 H -0.50279 4.63788 -3.13794  0.000
86 H -1.03810 2.82093 -1.57564  0.000
87 C -4.37699 0.48249 -4.12413  0.000
88 N -3.37125 -0.44662 -3.61083  0.002
89 C -3.34218 -1.75508 -3.99710  0.001
90 C -2.39777 -2.59030 -3.54582  0.002
91 C -1.38496 -2.10716 -2.63620  0.002
92 O -0.52190 -2.84386 -2.18806  0.039
93 N -1.45152 -0.76790 -2.25228  0.002
94 C -2.41358 0.07604 -2.75740  0.000
95 O -2.48636 1.26476 -2.45872  0.001
96 H -5.06830 -0.07549 -4.74972  0.000
97 H -3.90606 1.26801 -4.71073  0.000
98 H -4.91865 0.94430 -3.30211  0.000
99 H -4.12703 -2.06131 -4.67505  0.000
100 H -2.36374 -3.62791 -3.83524  0.000



Record 2
A cluster of 9 separate species, C36H45F27O18 in total at a distorted geometry, computed with the ωB97M-V functional and the def2-TZVPD basis.

The total energy is -5449.47635 Eh. The value obtained for the energy above the lowest of the compared OMol25 structures with the same formula, charge and spin is 114.6 kcal per mole.

Last column: Löwdin charge in e.
Geometry (Å):
1 C 2.16030 -0.51371 -4.79381  -0.037
2 C 3.44266 0.14203 -5.28544  -0.261
3 O 3.99863 -0.66495 -6.24261  0.001
4 C 5.27896 -1.21489 -6.11481  -0.239
5 O 5.81789 -1.32339 -4.99682  0.121
6 C 5.91055 -1.79101 -7.43152  -0.507
7 F 6.41523 -3.00395 -7.23158  0.177
8 F 5.00591 -1.85424 -8.47952  0.122
9 F 6.91017 -1.00281 -7.81456  0.168
10 H 1.68741 -0.06439 -3.92054  0.056
11 H 2.25171 -1.56996 -4.54066  0.088
12 H 1.39719 -0.36790 -5.55833  0.072
13 H 4.13888 0.33740 -4.46984  0.108
14 H 3.32937 1.13621 -5.71772  0.112
15 C 0.31359 -4.24848 4.09927  -0.050
16 C -0.40260 -5.57242 3.79306  -0.244
17 O -1.59211 -5.65627 4.53102  0.011
18 C -2.41986 -6.79472 4.47490  -0.268
19 O -2.22090 -7.62709 3.61166  0.142
20 C -3.61933 -6.93834 5.41760  -0.563
21 F -3.48475 -6.14670 6.48643  0.163
22 F -4.73792 -6.57769 4.84056  0.191
23 F -3.81990 -8.18910 5.87872  0.165
24 H 1.35756 -4.26012 3.78608  0.079
25 H 0.36665 -4.15646 5.18409  0.079
26 H -0.23663 -3.38199 3.73244  0.062
27 H 0.31459 -6.34898 4.05891  0.126
28 H -0.44626 -5.63756 2.70588  0.111
29 C -5.15139 -7.50699 1.31243  -0.038
30 C -3.87290 -6.76205 0.87507  -0.211
31 O -4.14762 -5.39181 1.09706  -0.004
32 C -3.06506 -4.50366 1.01845  -0.231
33 O -1.87779 -4.79529 0.60758  0.088
34 C -3.36916 -3.06588 1.42519  -0.488
35 F -3.30378 -2.38323 0.27603  0.160
36 F -4.62559 -2.86960 1.98285  0.124
37 F -2.47419 -2.62534 2.33354  0.151
38 H -5.04999 -8.59001 1.38237  0.080
39 H -6.02159 -7.36309 0.67200  0.075
40 H -5.42874 -7.14452 2.30228  0.066
41 H -3.49117 -6.82012 -0.14425  0.129
42 H -3.01803 -7.06103 1.48162  0.099
43 C -2.04285 1.52995 -2.19157  -0.027
44 C -2.69576 2.29483 -3.42327  -0.127
45 O -1.75593 3.15119 -4.11835  0.037
46 C -0.68477 2.74820 -4.75204  -0.405
47 O -0.33233 1.61689 -5.01510  0.149
48 C 0.10460 3.93792 -5.27538  -0.468
49 F 0.93384 4.42864 -4.31904  0.138
50 F 0.88780 3.51931 -6.27622  0.160
51 F -0.72837 4.97957 -5.69144  0.122
52 H -1.78767 2.29838 -1.46184  0.071
53 H -1.18119 0.95395 -2.52900  0.061
54 H -2.71358 0.77846 -1.77505  0.062
55 H -3.53791 2.88469 -3.06142  0.113
56 H -3.06136 1.59185 -4.17177  0.124
57 C -5.28090 5.88732 -0.25018  -0.051
58 C -4.45136 4.73865 0.24859  -0.244
59 O -3.50905 5.20477 1.18573  0.022
60 C -2.55023 4.34601 1.65586  -0.261
61 O -2.30674 3.22166 1.16356  0.113
62 C -1.78743 4.98041 2.83626  -0.598
63 F -1.91101 4.21878 3.89576  0.196
64 F -0.50464 5.18944 2.55519  0.189
65 F -2.38035 6.10947 3.15991  0.181
66 H -4.69258 6.75150 -0.55866  0.086
67 H -6.03546 6.16349 0.48634  0.083
68 H -5.81300 5.54047 -1.13599  0.082
69 H -3.98445 4.25627 -0.61014  0.110
70 H -5.09085 4.02251 0.76463  0.117
71 C 1.59853 1.97249 -1.38041  -0.041
72 C 1.65678 0.99975 -0.18041  -0.179
73 O 0.39562 0.67801 0.41680  0.035
74 C 0.01161 1.06227 1.63604  -0.348
75 O 0.54224 1.92616 2.35543  0.131
76 C -1.15755 0.32368 2.18609  -0.546
77 F -1.99098 1.19415 2.81752  0.133
78 F -1.83608 -0.30357 1.21184  0.151
79 F -0.83692 -0.59576 3.07337  0.176
80 H 2.61498 2.04598 -1.76710  0.073
81 H 1.29538 2.94163 -0.98421  0.085
82 H 0.99124 1.61220 -2.21076  0.048
83 H 2.40360 1.25274 0.57215  0.127
84 H 2.03598 0.04913 -0.55543  0.121
85 C -4.55273 0.78195 4.54185  -0.066
86 C -5.47708 0.02348 3.65145  -0.223
87 O -5.09534 0.08700 2.28031  0.021
88 C -5.69434 0.92524 1.38676  -0.328
89 O -6.54167 1.74145 1.69858  0.151
90 C -5.30403 0.79351 -0.06254  -0.454
91 F -4.25926 -0.04502 -0.24726  0.134
92 F -6.33856 0.29314 -0.82991  0.139
93 F -5.00513 2.03716 -0.53769  0.130
94 H -3.54641 0.36836 4.60799  0.074
95 H -4.93974 0.74044 5.55998  0.087
96 H -4.51668 1.83364 4.25770  0.084
97 H -6.48605 0.40741 3.80211  0.122
98 H -5.59442 -0.96689 4.09134  0.127
99 C 4.10245 3.55401 -4.50039  -0.053
100 C 5.50088 4.20703 -4.65734  -0.187
101 O 6.26142 3.64143 -5.72428  0.015
102 C 7.60460 3.78624 -5.65907  -0.270
103 O 8.20216 4.64181 -4.91975  0.092
104 C 8.38622 2.78999 -6.60887  -0.552
105 F 7.66625 1.75130 -7.05621  0.163
106 F 9.02348 3.41760 -7.63659  0.144
107 F 9.35051 2.34612 -5.87510  0.199
108 H 3.56838 3.44001 -5.44373  0.069
109 H 3.46282 4.11001 -3.81493  0.074
110 H 4.25824 2.54380 -4.12185  0.054
111 H 6.05632 4.11279 -3.72423  0.129
112 H 5.30092 5.23864 -4.94701  0.129
113 C 6.86934 -0.26416 5.56241  -0.052
114 C 5.69502 -1.26740 5.44453  -0.234
115 O 4.48390 -0.54867 5.39243  0.031
116 C 3.35318 -1.23948 5.15709  -0.325
117 O 3.32937 -2.39458 4.75851  0.134
118 C 2.00140 -0.46859 5.34166  -0.570
119 F 1.38121 -0.48993 4.20031  0.194
120 F 1.24310 -1.12280 6.22339  0.176
121 F 2.26210 0.78077 5.74411  0.174
122 H 6.55517 0.40803 6.36089  0.078
123 H 6.89925 0.30682 4.63441  0.075
124 H 7.83447 -0.75221 5.69817  0.080
125 H 5.75164 -1.99706 6.25231  0.128
126 H 5.89666 -1.88146 4.56682  0.121